Entry from the Open Molecules 2025 dataset: a 8-piece molecular cluster, C30H80B3F12N5O10 overall in a non-equilibrium geometry (the ωB97M-V functional and the def2-TZVPD basis).

CARTESIAN COORDINATES (ANGSTROEM)
1 C 4.831 3.809 -1.239
2 C 3.491 1.696 3.013
3 N -4.538 -3.455 -1.825
4 C -2.952 0.098 1.663
5 H 4.876 -2.461 1.399
6 H 1.853 6.321 1.100
7 H -2.368 -0.859 -2.247
8 H -0.327 -5.045 -1.956
9 F -1.892 4.279 1.869
10 H 3.112 5.205 4.415
11 F 1.324 -0.411 0.890
12 H 1.052 -5.177 1.139
13 H 0.998 0.381 4.156
14 F -3.182 -5.648 1.412
15 C 2.560 -3.602 1.172
16 N -1.729 0.893 1.951
17 B -1.056 3.957 0.813
18 H -2.486 -3.299 -2.056
19 H 0.316 -3.664 -0.386
20 C 1.846 -4.754 0.519
21 H -2.760 0.146 -4.361
22 H 4.167 -1.830 -3.828
23 H -3.113 -2.696 -0.515
24 O -3.833 -1.475 -3.565
25 N 3.000 5.787 3.581
26 H -4.570 -3.956 -2.713
27 C 4.566 -0.856 -4.105
28 H 2.376 9.252 1.234
29 H -7.893 -6.639 -2.010
30 H -5.085 0.246 1.559
31 B 0.308 -0.776 -0.021
32 C 2.495 3.450 -1.167
33 H 2.322 4.183 -0.376
34 H 0.949 5.759 4.005
35 H -5.522 2.414 0.279
36 F -0.372 0.384 -0.412
37 O -6.361 -5.292 -2.275
38 H 1.498 -3.313 -4.809
39 H -4.597 -4.055 0.213
40 H 5.780 3.355 -0.961
41 H 4.858 4.129 -2.283
42 H -8.436 -4.987 -2.334
43 H -7.861 -6.059 -3.590
44 H 2.043 -0.877 -3.705
45 C -3.777 -0.264 -4.273
46 H 3.207 -3.831 2.026
47 H 5.203 3.509 2.210
48 H 2.353 0.048 -5.158
49 H 0.508 2.600 -1.389
50 H -4.129 3.559 0.448
51 H 1.462 1.899 -0.122
52 H 3.746 5.401 1.620
53 O 3.309 -2.968 0.141
54 H 4.830 3.750 3.889
55 C 1.409 8.825 1.519
56 H 5.551 -0.692 -3.674
57 H 0.550 1.108 -3.575
58 H -2.372 2.058 3.537
59 H 4.766 4.688 -0.584
60 H 4.884 -1.835 -0.267
61 H 2.574 1.177 2.729
62 C 0.623 -5.382 -1.553
63 H 0.221 6.448 1.789
64 H 1.848 -2.883 1.604
65 C 2.403 0.098 -4.065
66 C 4.252 -2.045 0.603
67 H 0.632 -0.693 5.509
68 H 2.543 -6.147 -2.098
69 H -1.555 1.680 1.292
70 C -6.152 -5.128 -0.896
71 C 1.562 5.553 3.128
72 N 1.116 -4.244 -0.665
73 H 1.647 0.302 -1.591
74 H 0.844 9.693 1.872
75 C -4.786 -4.505 -0.756
76 F -1.665 -4.704 -0.041
77 H -4.061 -0.738 -1.676
78 H -4.460 0.479 -3.857
79 H -3.816 1.957 -0.120
80 O 3.801 2.879 -1.037
81 O 2.114 -4.539 -3.292
82 F -0.963 -5.463 1.994
83 B -2.042 -4.826 1.354
84 H -2.886 -0.190 0.615
85 H 1.476 4.493 2.914
86 C -4.469 2.534 0.540
87 C -4.265 0.744 2.089
88 H -2.594 -0.031 4.633
89 H -5.370 -2.860 -1.774
90 H 2.568 -5.549 0.337
91 C 1.522 2.314 -1.123
92 H 3.019 1.186 -1.919
93 C 4.069 5.308 2.655
94 O 3.233 3.076 2.816
95 H 4.312 1.408 2.358
96 H 4.943 5.926 2.841
97 C 1.289 6.515 2.018
98 H 0.688 -4.820 -4.790
99 O -4.291 2.141 1.893
100 C 0.610 -0.613 4.417
101 H -4.003 -5.222 -0.998
102 H -1.228 0.704 5.280
103 H 1.227 -1.356 3.921
104 C -1.582 0.245 4.338
105 H 1.948 2.186 -3.814
106 H 2.524 3.995 -2.122
107 C 1.621 1.219 -3.433
108 H 1.278 -6.423 -3.277
109 H -0.664 2.034 3.320
110 H -2.760 -0.831 2.195
111 O 3.744 0.192 -3.625
112 H 3.121 6.770 3.833
113 F 0.189 3.394 1.266
114 H 3.623 1.395 4.056
115 H -0.911 0.321 1.688
116 H 1.723 -3.703 -1.292
117 F 0.904 -1.492 -1.102
118 F -0.721 5.078 0.038
119 H -4.397 0.661 3.168
120 H 3.935 -1.035 0.890
121 F -1.617 2.928 -0.003
122 C 4.400 3.851 2.874
123 C -3.262 -2.693 -1.591
124 O 1.536 7.825 2.496
125 H -6.903 -4.388 -0.573
126 C 1.690 -5.679 -2.586
127 H 0.412 -6.249 -0.932
128 F -0.636 -1.621 0.580
129 H -4.012 -0.429 -5.325
130 F -2.386 -3.616 1.962
131 C 1.080 -4.049 -4.119
132 C -3.348 -1.348 -2.255
133 H 4.738 -0.745 -5.180
134 H 0.868 8.555 0.608
135 N 1.990 1.187 -1.999
136 O -0.726 -0.803 4.000
137 C -7.663 -5.724 -2.572
138 H -6.208 -5.981 -0.217
139 C -1.535 1.383 3.346
140 H 0.292 -3.504 -3.585

Force components x, y, z for each atom (eV/Å):
0.6 0.3 0.1
-0.8 -0.4 -0.3
-1.0 -0.2 1.0
0.6 -0.6 0.0
0.0 0.0 0.0
0.0 -0.1 0.1
0.0 0.0 0.2
0.1 -0.1 -0.2
0.3 -0.2 -0.1
0.0 0.4 0.2
-0.2 0.0 -0.3
0.2 0.1 0.3
-0.1 0.0 -0.1
0.1 0.0 -0.3
-0.2 1.3 0.3
1.3 0.6 -0.6
0.7 0.4 -0.6
0.1 0.0 0.2
0.1 -0.1 0.2
-0.2 0.0 1.3
0.0 0.0 0.7
0.0 -0.1 -0.1
0.3 0.4 0.0
0.3 -0.7 -0.1
-0.2 -1.2 0.5
-0.1 0.4 -0.1
0.6 0.6 -0.2
0.1 -0.4 0.0
0.0 0.2 0.3
0.0 -0.1 0.2
-0.2 -0.9 0.8
1.2 0.4 -0.7
-0.3 -0.2 0.1
0.0 0.2 -0.1
0.0 0.1 -0.2
0.2 -0.1 -0.7
0.4 -0.6 -0.6
0.3 0.0 0.2
0.0 -0.1 0.1
-0.1 -0.3 -0.3
0.1 0.1 0.0
0.2 0.2 0.2
0.9 0.5 -0.3
-0.4 0.1 0.0
0.3 0.5 -0.9
0.0 -0.7 -0.3
-0.3 0.1 -0.3
-0.2 0.4 0.0
0.0 0.1 -0.1
-0.3 0.1 0.1
0.1 0.1 0.1
-0.2 0.5 0.1
-0.4 -0.2 0.4
0.0 0.0 -0.1
-0.1 1.6 -0.8
-0.1 -0.2 0.3
-0.1 0.0 0.2
0.0 0.0 0.0
-0.4 0.1 -0.1
0.2 -0.2 0.1
0.1 0.0 -0.4
-0.1 0.6 0.5
0.1 -0.3 -0.3
-0.2 0.0 -0.3
0.5 -1.3 -0.1
1.2 0.5 -0.8
0.4 -0.2 0.0
0.2 0.3 -0.1
-0.9 0.0 0.1
-0.2 1.9 0.1
0.7 0.3 0.4
0.1 -1.3 -1.2
0.2 0.2 -0.2
0.0 -0.3 0.6
1.1 -0.5 -0.7
-0.1 0.6 0.1
0.2 0.3 0.0
0.1 0.1 0.0
-0.2 -0.1 -0.1
-0.4 -0.3 0.6
-0.2 0.2 0.2
0.0 0.5 -0.2
-0.4 -1.1 0.7
-0.1 0.4 -0.1
-0.1 0.1 -0.5
0.2 -0.2 0.2
0.3 0.8 0.3
0.0 -0.7 -0.7
0.3 0.3 -0.5
-0.2 0.1 -0.9
-0.5 -0.2 0.3
-0.1 -0.2 -0.2
0.2 -0.1 -0.8
0.1 0.3 -0.1
0.1 -0.4 0.2
0.1 0.0 -0.2
-1.3 0.4 -0.3
-0.3 -0.2 0.4
0.3 -0.1 -0.2
-0.2 0.4 0.4
0.0 -0.2 0.6
0.0 0.0 0.0
0.0 -0.2 0.1
1.3 1.4 1.5
-0.1 0.0 -0.1
-0.5 0.0 0.0
0.7 0.3 -0.2
0.0 0.0 0.0
0.3 -0.4 0.2
-0.4 -0.3 0.1
-0.2 0.6 0.0
-0.1 0.0 -0.2
-0.1 0.0 0.6
0.6 0.5 0.1
-0.5 -0.3 0.5
0.1 0.4 0.5
-0.2 0.8 -0.2
-0.3 -0.3 0.1
-0.1 -0.4 -0.1
-0.9 -0.4 0.3
-0.1 0.2 0.1
0.4 -0.1 1.6
-0.2 -0.9 -0.8
0.4 -0.4 0.4
0.0 -0.2 0.4
-0.3 -0.7 0.1
0.0 0.0 0.1
0.3 0.0 -0.1
-0.5 -0.3 0.2
0.4 0.3 -0.7
0.2 0.7 -1.0
-0.4 0.6 0.5
-0.4 -0.3 -0.1
0.2 -0.6 0.1
-0.4 0.1 0.8
-0.5 -0.5 -0.7
-1.4 -1.2 0.4
-0.1 -0.4 -0.5
-1.4 0.4 -0.5
-0.1 -0.4 0.2

Properties
- energy above the lowest of the compared OMol25 structures with the same formula, charge and spin (eV) = 0.0000
- 2S+1 = 1
- total charge = +2
- gap between HOMO and LUMO (eV) = 10.006
- E (eV) = -94974.0069
- M (g mol⁻¹) = 931.4
- LUMO level (eV) = -3.740